Record 1
The following is a quantum chemistry calculation of C5H6O as an isolated structure, from the OMol25 dataset.

The geometry in XYZ format:
```
12
Properties=species:S:1:pos:R:3:forces:R:3
O -1.198486 -0.712933 -0.747820 -0.22 -0.01 0.18
C 0.382387 1.015906 -0.005128 0.09 0.18 -0.05
C 1.029942 -0.374360 -0.116261 0.02 0.05 0.15
C -0.215757 -1.168764 0.244688 0.28 -0.38 0.16
C -1.291103 -0.396427 0.979349 -0.52 -0.54 -0.55
C -1.080672 0.607624 -0.105493 -0.03 0.48 0.34
H 1.856599 -0.531075 0.580533 -0.11 0.02 -0.08
H 0.726046 1.818725 -0.652272 0.09 -0.20 -0.26
H 1.360689 -0.627604 -1.131310 -0.05 0.07 0.22
H -1.872323 1.278964 -0.440813 0.23 -0.01 0.22
H -0.195344 -2.249908 0.357506 0.12 0.07 -0.13
H 0.498018 1.339847 1.037019 0.11 0.28 -0.21
```
Forces are in eV/Å.

Summary:
Total energy: -269.181854 hartree
Spin multiplicity: 1
Relative energy (zero: lowest compared OMol25 entry of this formula, charge and spin): 103.2 kcal/mol
Frontier orbital gap: 9.574 eV
HOMO level: -8.585 eV

***

Record 2
The following is a quantum chemistry calculation of a 5-piece molecular cluster, C28H25BrO19P overall in a non-equilibrium geometry, from the OMol25 dataset.

The geometry in XYZ format:
```
74
Properties=species:S:1:pos:R:3:forces:R:3
Br -0.720724 -1.841741 0.162538 0.02 0.18 -0.15
P -4.221406 -4.217845 0.542886 -0.71 -0.30 1.17
O 4.099989 2.176897 -3.877441 0.02 -0.22 0.05
O 9.368546 4.840422 0.086960 -0.12 0.23 -0.03
O -5.853728 -1.248826 -2.955010 0.17 -0.14 0.20
O -4.255743 -2.507663 0.053484 0.20 -0.24 0.19
O 2.226673 -0.605288 7.703074 0.04 -0.13 0.26
O -0.923987 2.744011 -2.331288 0.13 0.39 -0.03
O -3.766794 3.301444 -4.695937 -0.23 0.00 -0.15
O 7.068878 5.892199 -0.680139 0.21 0.15 0.07
O -0.578102 -4.182063 4.987808 0.05 0.04 -0.19
O 1.477509 -2.788197 8.962329 0.12 0.14 0.14
O 0.271322 -1.945459 3.681309 -0.11 -0.52 -0.01
O 0.017863 4.463646 -4.091575 -0.26 0.02 0.14
O 7.802818 0.468338 -0.547263 -0.21 -0.14 -0.10
O -5.941648 -4.012282 0.859994 0.27 -0.33 -0.16
O -6.061673 2.527705 -5.725408 0.08 0.14 -0.05
O -3.491676 -0.368981 -1.838502 -0.61 -1.15 0.27
O 3.114280 0.382921 -2.155779 0.12 -0.04 -0.31
O 5.528693 1.525366 -1.394243 0.28 -0.27 0.16
O -1.572485 -3.321601 2.305143 0.21 0.17 0.77
C 1.050691 1.471542 -2.169990 -0.15 0.08 0.02
C 2.324487 1.352501 -2.578520 -0.35 -0.06 0.17
C 1.128495 -2.663178 7.683880 -0.17 -0.32 0.01
C 0.417135 -3.584401 7.029065 -0.06 -0.02 -0.13
C -1.631804 -3.333349 1.121557 0.34 0.13 0.38
C 7.699000 1.786388 -0.565571 0.32 0.10 0.12
C -5.396714 -0.201314 -3.348679 -0.16 0.20 -0.22
C 0.070624 -3.382577 5.621949 0.06 -0.11 0.33
C 8.694301 2.599283 -0.185061 0.08 0.16 0.03
C -4.208966 2.249694 -4.240987 0.40 -0.01 0.32
C -6.004585 -2.905428 1.687464 -0.05 0.43 0.22
C 7.178851 4.572820 -0.685346 -0.33 -0.12 -0.11
C 0.231055 2.557842 -2.666474 0.20 -0.46 0.27
C 6.184669 3.761397 -1.069071 -0.10 -0.14 -0.03
C -3.558274 1.482363 -3.215035 -0.04 0.11 -0.13
C -6.059028 0.606503 -4.378060 0.04 -0.13 0.12
C -2.266983 -4.312147 0.308827 -0.06 0.09 -1.49
C 1.279516 -1.200308 5.629674 0.07 -0.01 0.24
C 8.508512 4.038796 -0.228751 0.21 -0.43 0.07
C 0.562101 -2.117948 4.944931 0.19 0.31 0.03
C -4.093899 0.322103 -2.771398 0.15 0.25 -0.10
C 2.936708 2.329019 -3.552987 -0.14 0.30 -0.23
C -5.010737 -1.863325 1.094631 -0.39 -0.65 -1.64
C 6.378208 2.322557 -1.046933 -0.21 0.46 -0.08
C 0.830488 3.515871 -3.657771 0.28 0.10 -0.22
C 1.594783 -1.401325 7.021654 0.00 0.28 -0.48
C 2.102099 3.402423 -4.066441 0.17 -0.05 0.04
C -5.508271 1.749112 -4.794381 -0.30 -0.16 -0.09
H 5.226496 4.134124 -1.402138 0.01 0.02 -0.02
H 0.598511 0.780567 -1.471302 0.02 -0.03 0.00
H -5.852041 -3.172964 2.728557 0.58 -0.03 0.42
H 0.077492 -4.495887 7.500077 -0.01 0.00 0.00
H -0.842127 4.312560 -3.648354 -0.05 -0.02 -0.07
H -1.914040 -5.282230 0.604246 -0.07 -0.56 0.37
H -6.982867 -2.440270 1.705765 -0.59 -0.07 -0.41
H 3.979518 0.527862 -2.582148 0.09 0.07 0.16
H -5.656309 -1.209883 0.526846 0.03 1.00 0.18
H 2.544395 4.084810 -4.778238 -0.02 0.02 -0.01
H -6.994766 0.237627 -4.774003 0.00 -0.01 0.00
H 6.947153 0.123915 -0.868787 -0.01 -0.04 0.01
H -3.937700 -3.687708 1.843196 0.05 -0.29 0.17
H 9.647560 2.226068 0.160470 0.00 -0.03 -0.01
H -0.279810 -2.696292 3.327664 -0.14 0.40 0.01
H -4.484635 -4.736468 -0.758087 0.17 0.51 -0.21
H -5.448204 3.280184 -5.828143 0.06 0.02 0.02
H -1.981487 -4.126901 -0.712071 -0.17 -0.12 -0.53
H -4.345324 -1.362476 1.776484 0.03 0.30 0.49
H -3.978921 -1.217444 -1.590039 0.37 0.70 0.08
H -4.260934 -5.550119 1.108906 0.21 -0.10 -0.26
H -2.629553 1.872780 -2.819217 -0.23 -0.18 0.02
H 1.981186 -1.978549 9.173205 0.01 0.05 -0.02
H 1.637482 -0.292877 5.165274 -0.04 0.00 -0.07
H 7.927870 6.231664 -0.363298 0.02 0.03 0.00
```
Forces are in eV/Å.

Summary:
Total energy: -5426.906833 hartree
Spin multiplicity: 1
Frontier orbital gap: 4.748 eV
Total charge: -1
HOMO level: -5.172 eV

***

Record 3
The following is a quantum chemistry calculation of a 11-piece molecular cluster, C31H81NO28S9 overall in a non-equilibrium geometry, from the OMol25 dataset.

The geometry in XYZ format:
```
150
Properties=species:S:1:pos:R:3:forces:R:3
S 3.935797 5.325948 -1.102056 0.08 -0.68 0.31
S 2.828095 3.390367 3.737438 0.00 0.37 0.50
S -2.971439 3.841576 -2.588591 0.52 -0.66 -0.75
S -1.563681 -2.602339 6.114377 0.68 0.17 -0.68
S 7.846446 3.763410 -5.352647 0.71 -0.46 -0.12
S -0.495958 -1.244001 -0.526459 0.66 0.16 1.67
S -4.450388 -0.871951 -4.444547 0.05 -0.94 0.19
S -4.872138 -3.488283 2.542716 -0.25 -2.05 0.89
S -2.246188 2.154646 2.555138 -0.13 0.41 -1.44
O 0.038598 -2.906074 6.148425 -1.23 0.70 0.17
O -3.507369 -3.052096 2.532339 -0.52 0.52 -0.36
O -4.391585 3.334282 -2.064712 0.62 0.38 0.40
O 0.678861 -4.736641 -2.775065 -0.29 0.09 -0.07
O -2.187325 4.226406 -1.449335 -0.63 -0.06 -0.03
O 5.167512 5.917999 -0.255569 -1.03 0.15 -0.19
O -3.181174 4.760451 -3.673969 0.06 -0.38 0.45
O -3.386584 2.812776 3.122343 0.21 -0.27 0.01
O -4.943978 -1.450967 -3.023326 -0.30 0.21 -1.00
O -2.740195 1.046207 1.482191 0.58 0.77 1.07
O 3.745974 4.487478 3.575478 -0.35 -0.82 -0.25
O 6.605657 2.859368 -4.883035 0.45 0.89 0.08
O -1.295805 1.507649 3.410265 -0.07 -0.37 -0.22
O -1.867380 -1.926533 7.336969 0.22 -0.30 -0.31
O 7.373705 4.636373 -6.385118 0.02 -0.57 0.49
O 1.916846 3.029605 2.670571 0.74 -0.06 0.59
O -1.051924 0.013214 -0.950778 -0.20 -0.85 -0.46
O 1.071456 -1.001568 -0.277091 -0.45 -0.19 -0.42
O -3.019122 -0.725005 -4.353882 -0.73 0.32 -0.36
O 3.711109 2.102984 4.183897 -0.52 1.21 -0.64
O -2.219598 -3.825918 5.750666 -0.16 0.10 0.13
O -0.544867 -2.475500 -1.271037 -0.21 0.92 -0.18
O -4.890695 -4.700088 1.466293 0.25 0.44 0.61
O -5.340466 0.210705 -4.759663 0.68 -0.43 0.14
O 8.965811 2.871133 -5.574116 -0.72 0.69 0.10
O 4.419959 4.942837 -2.399362 0.10 -0.03 0.23
O -6.019719 -2.660056 2.310656 0.66 0.25 -0.16
O 2.836203 6.225711 -0.985103 0.48 0.06 0.16
N 2.229883 -3.849084 1.331197 0.02 0.05 -0.03
C -3.988002 -2.051628 -2.121732 0.15 0.45 0.98
C -1.708730 -1.432544 4.736112 0.38 -0.89 0.47
C 8.178778 4.747356 -3.890787 -0.03 -0.36 -1.09
C -5.119703 -4.363294 4.105559 0.38 0.97 -0.37
C 3.577873 3.834094 -0.146562 0.79 1.34 -0.57
C 0.584083 -3.515454 4.973468 0.81 -0.38 -0.35
C -1.045508 -1.614622 1.137112 -0.01 -0.02 -0.70
C 1.924599 3.744102 5.243515 0.16 0.06 -0.45
C 4.220933 -0.179132 4.437780 -0.41 0.13 -0.15
C 0.023128 -4.456642 -4.021317 1.32 0.46 0.08
C 5.609644 1.369931 -3.312889 -0.13 0.34 1.03
C 6.463190 5.336269 -0.376336 0.74 -0.56 0.49
C 1.430321 0.236956 0.315058 0.82 1.72 0.21
C -4.859023 -2.291324 -5.495935 0.35 -0.09 0.86
C 0.367765 -5.598710 -4.944383 -0.22 -0.38 -0.55
C 3.452859 0.827634 3.582174 0.01 -1.26 0.83
C -6.099507 -6.528776 0.393949 -0.21 0.16 -0.09
C -3.814849 1.429329 0.593301 -0.24 -0.46 -0.24
C 2.889434 0.557402 0.042673 -0.15 -0.71 0.53
C -6.381032 2.104940 -2.515753 -0.40 -0.98 0.11
C -5.417485 3.145195 -3.054776 -1.10 -0.52 0.20
C 2.644403 -3.678256 0.273688 -0.25 0.33 -0.03
C 7.249239 5.747486 0.862593 0.07 0.89 -0.08
C -4.911261 0.400749 0.753536 -1.08 0.24 -1.12
C 3.184688 -3.459361 -1.068742 0.08 -0.37 0.43
C -2.260863 2.281675 -3.182621 0.17 1.46 0.90
C -6.178863 -5.187265 1.094511 -1.51 -0.16 -0.19
C 6.906980 1.815245 -3.936488 -0.01 -0.88 -0.64
C -1.395820 3.319027 1.471579 -0.16 -0.29 0.67
C 2.097504 -3.408335 5.042994 0.40 -0.49 0.44
C -4.813056 -2.680382 -1.006907 -0.87 -0.33 -0.73
H 6.430244 4.241737 -0.400941 -0.32 0.05 -0.24
H -4.881806 -2.124219 -6.567826 -0.14 0.59 0.11
H 3.841783 -0.123426 5.458023 0.25 0.06 0.09
H -5.581322 0.565659 1.595349 0.27 0.09 0.20
H 3.260481 4.150123 0.841823 -0.37 -0.08 -0.08
H -6.838914 -5.344055 1.955834 0.41 0.20 0.32
H -4.167939 2.448917 0.756516 -0.01 -0.13 0.47
H -5.546931 -7.212871 1.036506 0.31 -0.11 -0.41
H -2.160127 1.668909 -2.289335 -0.44 -0.38 -0.22
H -1.026609 -4.203045 -3.869411 -0.18 -0.43 -0.09
H 0.317640 -4.572296 4.953798 -0.29 0.10 -0.11
H 2.389171 0.597653 3.669145 -0.05 0.14 -0.30
H 0.544694 -3.961211 -2.216705 -0.18 -0.10 0.12
H -5.753507 -6.463768 -0.637070 0.62 -0.06 0.22
H 3.111778 1.437397 0.642423 0.11 0.04 -0.10
H 7.227321 5.241815 -3.710175 0.12 0.01 0.57
H -7.100381 -6.953756 0.286847 -0.12 0.21 0.27
H 3.253927 -4.447863 -1.522381 0.17 0.17 -0.28
H -0.581240 3.706570 2.081030 -0.02 0.20 -0.11
H -4.310824 -5.074729 4.242718 -0.15 -0.20 -0.18
H 1.304974 0.258257 1.402021 -0.28 -0.51 -0.03
H 8.591213 4.077232 -3.143868 -0.37 0.13 0.34
H -5.880094 1.209316 -2.138470 0.32 0.24 0.01
H -1.231909 2.547915 -3.424307 -0.13 -0.01 -0.56
H 4.029755 -1.196791 4.095630 0.05 0.05 -0.19
H 4.163217 -2.994086 -0.958733 0.07 -0.12 -0.17
H 2.560401 -3.609763 4.076501 -0.23 0.21 -0.14
H -0.999004 2.837280 0.582393 -0.06 -0.22 0.10
H -2.129889 -1.674095 1.075936 0.00 -0.31 0.13
H -1.635355 -1.975555 3.797768 0.01 -0.12 0.11
H 2.853188 3.296765 -0.746785 -0.07 -0.20 0.24
H -4.100963 -3.053842 -5.313324 0.03 0.08 0.18
H 8.953159 5.456671 -4.174301 -0.08 0.07 -0.09
H -3.377375 -2.809886 -2.609068 0.04 0.13 -0.20
H 2.503133 -4.177395 5.705942 -0.14 0.06 0.12
H -2.853062 1.896459 -4.001528 0.15 -0.27 -0.02
H 1.448485 -5.634063 -5.086635 0.04 -0.07 0.32
H 2.673972 3.832851 6.025920 -0.09 -0.27 0.11
H 7.186218 5.077886 1.717244 -0.12 -0.25 -0.21
H -5.803224 -2.641132 -5.085066 -0.15 0.01 -0.35
H -0.017075 -5.498280 -5.962844 -0.31 0.27 0.17
H -3.434097 1.459615 -0.430521 0.26 -0.37 0.17
H -4.303732 -2.967895 -0.092809 0.52 0.08 -0.33
H -5.670358 -2.069112 -0.720583 0.23 0.32 -0.04
H 5.289985 0.018342 4.402239 0.02 0.00 0.13
H 3.475010 -0.278505 0.437887 0.29 0.12 -0.28
H -7.063354 2.436960 -1.732280 0.30 0.41 0.09
H 3.785278 0.750050 2.550167 -0.06 0.48 -0.02
H -0.556992 -2.559018 1.370844 -0.25 -0.10 0.10
H 1.464909 4.723747 5.121421 0.03 -0.01 -0.26
H -2.696666 -0.984169 4.771046 0.12 0.26 0.27
H -4.987842 2.794738 -3.991000 0.02 0.17 -0.04
H 7.387317 1.009835 -4.497426 -0.13 -0.02 -0.01
H 3.123140 0.754987 -1.001739 -0.07 -0.14 -0.04
H -4.974046 -3.592932 4.864514 -0.11 0.02 -0.01
H 0.227559 -3.029210 4.063682 -0.15 0.01 0.11
H -7.025616 1.675658 -3.285684 0.11 0.43 -0.32
H 7.642438 2.099822 -3.181594 -0.18 0.40 0.01
H -5.270090 -3.572033 -1.447628 0.08 -0.19 0.26
H 8.294718 5.930482 0.611627 0.03 -0.24 0.04
H 1.144408 3.010151 5.425379 0.19 -0.19 0.06
H 0.508971 -3.564625 -4.437151 -0.29 0.14 -0.09
H -5.534010 0.481135 -0.151264 -0.09 0.12 0.26
H -5.968309 4.076391 -3.181392 0.38 0.14 -0.27
H 0.865578 1.091994 -0.063580 -0.45 -0.44 -0.20
H -4.628154 -0.649251 0.735720 0.64 0.15 0.31
H -6.694530 -4.423108 0.509538 0.19 -0.06 -0.21
H -6.129951 -4.751343 4.176129 0.05 -0.19 -0.13
H 6.945233 5.667664 -1.294816 -0.15 0.16 0.01
H 6.856917 6.708131 1.203320 0.04 0.01 -0.03
H 0.026751 -6.565636 -4.573203 0.04 0.05 0.15
H -3.356300 -1.232248 -1.777300 0.19 -0.19 0.08
H 4.545166 3.343121 -0.058898 -0.19 -0.43 -0.12
H -0.802136 -0.851061 1.873225 0.19 0.27 -0.34
H 5.261016 2.114616 -2.589583 0.05 0.13 -0.14
H -2.114445 4.080287 1.185360 0.08 0.08 0.00
H 2.552013 -2.818991 -1.675685 -0.16 0.00 0.13
H 5.796064 0.470309 -2.721672 -0.08 -0.15 -0.22
H -0.871122 -0.751136 4.850902 -0.31 0.40 -0.02
H 2.448440 -2.460197 5.449114 -0.21 0.17 -0.22
H 4.777583 1.222459 -3.996777 0.29 -0.19 -0.32
```
Forces are in eV/Å.

Summary:
Total energy: -6974.781604 hartree
Spin multiplicity: 1
SMILES: CCOS(C)(=O)=O.CCOS(C)(=O)=O.CCOS(C)(=O)=O.CCOS(C)(=O)=O.CCOS(C)(=O)=O.CCOS(C)(=O)=O.CCOS(C)(=O)=O.CCOS(C)(=O)=O.CCOS(C)(=O)=O.CC#N.CCO
Frontier orbital gap: 10.301 eV
HOMO level: -10.275 eV